[1]
Computed, not measured: a structure of composition C31H39FN2OPPtSSi, with ωB97M-V/def2-TZVPD.

Geometry as XYZ:
```
78
Properties=species:S:1:pos:R:3
Pt 0.0892 -0.3313 -1.0513
C 0.9011 2.9999 -5.0154
H 1.1862 3.1612 3.5368
H -2.3118 3.9414 -4.4558
H -5.0761 -1.0762 0.4421
H -0.0150 -5.6871 -0.6724
C 0.2673 2.5381 -2.7449
H 2.1732 -1.8172 -1.1566
H 1.6577 3.0467 -5.7738
H -0.8388 -0.4849 3.3329
H -1.7954 3.0660 -2.2206
H 3.2238 3.4167 -1.1329
C -3.0519 -3.2553 -1.1308
H -0.6315 3.8724 -6.2694
H -2.4861 -0.4121 -2.9452
H 1.9002 -1.1441 0.3613
C 0.3245 4.7491 2.4111
Si -2.8444 -0.1554 -0.4518
F 0.5997 -3.1672 -0.7221
H 5.6842 2.8130 -1.2504
C -4.0239 -0.9534 0.7863
C -0.6897 -3.6479 -0.7379
O 1.1180 -1.1249 1.9166
H 1.6165 -4.5311 4.9322
H -1.3280 -2.8254 2.4107
N -1.5144 -1.3670 -0.5627
C 2.1773 -2.6755 3.8750
C -0.8845 -5.0147 -0.8003
C -3.2953 0.0398 -2.3158
H 1.5662 1.7478 1.4783
H -4.2560 -0.4220 -2.6352
H 2.1136 1.9317 -3.5990
C 3.5485 2.3786 -1.1096
H -2.3420 -6.6207 -1.2087
C 0.5242 3.0725 0.1806
C 1.1667 2.4351 -3.7710
H -1.8118 1.3395 1.2546
C 2.5614 1.3942 -1.0196
H 4.6449 -1.3040 -0.6957
C -3.1848 -4.6377 -1.2689
S 0.9841 -2.5611 2.4280
C 1.0340 2.6818 1.4069
H -0.6238 4.5848 -0.8902
H -0.5751 -3.4904 3.9728
H -2.0065 -1.3806 4.4109
H 3.3740 -4.1516 4.9095
C -0.3507 3.5289 -5.2739
P 0.7696 1.8719 -1.1615
H 3.0966 -2.1752 3.5045
H -2.0219 2.2184 -0.3009
N 1.9871 -0.9402 -0.6687
H 2.5881 -4.7539 3.4905
C -2.4267 1.4739 0.3682
C -1.7794 -2.6690 -0.8155
C -2.1690 -5.5442 -1.1128
C 5.2714 0.7210 -0.9713
C -1.0293 3.0263 -2.9893
H -3.2986 1.1317 -2.6063
C 4.9105 2.0506 -1.1098
C -0.1725 5.1763 1.1685
H -0.5190 6.2048 1.0471
C -0.9811 -1.3401 4.0043
H -4.0731 -0.3263 1.7072
H -4.1885 -5.0317 -1.4364
H 1.7504 -2.0306 4.6761
C -0.1483 4.3427 0.0576
C 2.4259 -4.0955 4.3525
C 0.9156 3.5296 2.5415
H -3.8742 -2.5745 -1.3441
H -3.3852 1.8737 0.7496
C -0.6189 -2.6122 3.2584
C -1.3230 3.5193 -4.2825
H -0.3163 -1.1811 4.8697
H -3.6970 -1.9654 1.1355
C 4.3241 -0.2872 -0.8376
H 0.2162 5.3875 3.2966
C 2.9644 0.0496 -0.8511
H 6.3036 0.4491 -0.9047
```

Properties
Orbital gap (spin up / spin down) = 7.559 / 5.790 eV
LUMO energy (spin up / spin down) = -1.864 / -4.578 eV
Total charge = +1
HOMO level (spin up / spin down) = -9.42 / -10.37 eV
Multiplicity = 3

Here are the Löwdin charges for atoms 1 to 6, given in e:
1 Pt 0.86
2 C -0.06
3 H 0.11
4 H 0.11
5 H 0.05
6 H 0.13


[2]
Computed, not measured: a cluster of 3 separate species, C21H47FNO11P2 in total, with ωB97M-V/def2-TZVPD.

Geometry as XYZ:
```
83
Properties=species:S:1:pos:R:3
H 1.6438 0.9925 -4.5555
C -1.2290 0.6471 -4.7705
C 3.9326 0.2421 -1.0707
H 3.6661 2.3816 -1.2591
H 3.4096 -0.6131 -0.6424
H 1.4332 5.5102 3.7034
H -1.8867 -2.1772 -6.4604
C -0.8656 -1.6174 -2.2715
C -4.4239 -0.2441 4.9440
H -0.4154 0.3683 1.0339
C 4.9019 0.8091 3.3257
H -6.0797 -0.6739 1.7866
H -1.5482 0.3882 -2.0636
H 4.8960 0.3209 -0.5605
O -0.8095 0.9274 -5.9030
C -0.6180 -0.1096 -2.3396
H 3.4881 -3.1474 -4.6992
H -6.3944 -2.2592 -0.0882
C 1.5657 -1.0191 -4.5948
H 3.5434 -2.2766 -3.1609
C -1.9034 -2.1527 -3.2325
H 0.1048 0.1388 -1.5498
O 4.2569 0.9112 2.0370
H -4.8065 -1.4889 -0.2545
H 3.5234 -0.1082 -4.4515
C 3.1134 1.5053 -0.9109
C 3.0880 -1.0249 -4.8573
C -4.3234 -1.6055 5.5899
O 2.6413 2.4998 2.7730
H 1.4602 4.8056 2.0756
O 4.0191 3.6811 1.0962
C -0.4933 1.2265 3.0020
H -6.0550 -2.3215 2.4112
C -2.2951 -2.5093 -5.5081
H 5.0664 1.7963 3.7634
C -1.1587 0.7699 1.7197
N 1.2093 0.2329 -4.0566
H 0.3056 1.9319 2.7811
H 1.3604 -1.8518 -3.9248
H -4.9181 -3.1264 0.3735
F 0.9786 -1.3508 -5.8288
H -1.2107 1.7148 3.6672
O -4.2248 -1.4404 2.3507
P 3.6860 2.3174 1.5426
H 4.1169 0.0503 -2.1278
H -0.0758 0.3779 3.5458
O 2.6915 1.7006 0.4501
C 2.6129 3.7143 3.5318
H -2.2657 -3.1265 -2.8495
H -2.6052 -3.5636 -5.5760
H -3.3472 -1.7309 6.0587
H 2.5297 3.4225 4.5825
H -5.0999 -1.7242 6.3471
C -5.4083 -2.1520 0.3666
H -3.1946 -1.9148 -5.3231
H -4.4341 -2.3935 4.8465
H 3.8313 -1.0052 3.7421
H -5.3666 -0.1313 4.4046
H -4.3751 0.5416 5.6985
H 2.2031 1.4294 -1.5041
O -2.4269 0.5325 -4.4162
H 0.0364 -2.2344 -2.3064
H -1.2695 -1.8147 -1.2690
H 0.4943 4.0545 3.3362
C 3.7968 -2.2167 -4.2223
H 3.5457 4.2661 3.4154
C 1.4311 4.5755 3.1406
O -4.3164 0.9071 1.5991
O -2.1034 -0.2942 1.9502
H 5.8770 0.3487 3.1651
H 3.2713 -0.9957 -5.9317
O -1.3378 -2.3215 -4.5028
H -2.7728 -1.4891 -3.2210
H 4.8808 -2.1034 -4.2786
H -0.0878 1.6248 -3.3604
P -3.5531 0.0341 2.4955
C 4.0500 -0.0534 4.2263
C -0.1542 0.5634 -3.6364
H 4.5662 -0.2435 5.1683
H -1.6551 1.6024 1.2166
O -3.2979 -0.0604 4.0621
C -5.5205 -1.6097 1.7747
H 3.0985 0.4322 4.4390
```

Properties
Orbital gap = 6.070 eV
LUMO energy = 2.043 eV
Total charge = -1
HOMO level = -4.03 eV

Here are the Löwdin charges for atoms 1 to 6, given in e:
1 H 0.12
2 C -0.70
3 C -0.07
4 H 0.11
5 H 0.08
6 H 0.08


[3]
Computed, not measured: a structure of composition C21H27AsIrN4, with ωB97M-V/def2-TZVPD.

Geometry as XYZ:
```
54
Properties=species:S:1:pos:R:3
C -0.6176 1.3406 2.2901
C 4.2711 -2.1526 1.3105
H -2.5009 -0.1568 -3.9236
C 3.4947 -1.3577 2.1448
C -3.9447 2.3618 0.8056
H 0.0685 2.1617 2.0727
N 0.0865 0.0699 2.0329
C -2.9439 2.1626 1.7470
H 1.1664 1.4221 -3.7344
H -3.0445 2.5452 2.7543
H -2.4521 0.7712 -1.7584
C -1.9618 -3.1320 2.3042
H 3.7872 -1.1774 3.1709
H -3.0649 -4.9268 1.9066
H 5.1795 -2.6086 1.6830
H -4.5239 2.0103 -1.2453
C 0.9765 -1.8093 -3.7277
C -2.0001 -1.0429 -3.5358
C -2.1595 -4.1148 0.1285
C -1.3991 -3.0813 -0.3577
N -0.9284 -2.0948 0.4386
C 1.5062 0.1828 2.4253
H 1.9856 -1.3996 -3.7291
H 1.6421 0.0425 3.5003
H 2.3418 -1.9146 -1.4445
C -1.7986 1.4849 1.3831
H -1.1374 -3.0266 -1.4052
H -0.9119 1.4374 3.3377
H 4.4514 -2.9636 -0.6849
C -1.1867 -2.1220 1.7577
H 0.1449 -1.6057 3.3121
H 0.6516 -1.9539 -4.7580
H 1.8474 1.1924 2.1881
C 0.1404 1.1039 -3.9067
C 2.7028 -1.7717 -0.4342
H -2.5117 -4.8889 -0.5388
H 0.9559 -2.7655 -3.2083
Ir 0.0402 -0.3358 -0.3749
H -0.5444 1.8919 -3.5982
C 3.8707 -2.3570 -0.0044
H -4.8469 2.8972 1.0721
H -2.5988 -1.4869 -2.7441
C -2.4580 -4.1339 1.4887
As -0.2308 -0.5194 -2.9363
H -2.1649 -3.1346 3.3677
H -1.8808 -1.7605 -4.3465
C -3.7728 1.8686 -0.4809
C 2.3453 -0.7795 1.6482
N -1.6431 0.9888 0.1400
C -0.5810 -1.0866 2.6812
N 1.9545 -0.9942 0.3763
C -2.6170 1.1816 -0.7735
H -0.0041 0.8938 -4.9667
H -1.3627 -0.7280 3.3538
```

Properties
Orbital gap (spin up / spin down) = 8.756 / 6.457 eV
LUMO energy (spin up / spin down) = -8.853 / -12.456 eV
Total charge = +3
HOMO level (spin up / spin down) = -17.61 / -18.91 eV
Multiplicity = 5
ΔE to the lowest compared entry with this formula, charge and spin = 3.7 kcal per mole

Here are the natural (NBO) charges for atoms 1 to 6, given in e:
1 C -0.27
2 C -0.05
3 H 0.27
4 C -0.21
5 C -0.06
6 H 0.25


[4]
Computed, not measured: an isolated molecule of C29H39N5O8, with ωB97M-V/def2-TZVPD.

Geometry as XYZ:
```
81
Properties=species:S:1:pos:R:3
N 4.2188 -0.9187 -0.9829
H 0.6056 3.5833 -2.0841
C -4.2727 0.7454 0.6091
H -7.3286 0.8158 3.0191
H -0.6433 2.7607 -0.1278
C -6.3226 0.0850 -0.8197
C -0.6508 -0.9639 -1.0945
O 1.9669 -2.2381 -1.3717
C -1.8084 0.9497 0.0436
H 7.9746 -0.2563 -0.6573
O -7.0243 0.4532 -1.7551
C 0.6129 -0.2466 -1.0094
C -6.2118 -1.2865 -0.3731
H 6.0536 -1.5655 1.6763
C -5.6736 1.1154 0.0970
C 2.9792 1.1666 -0.6484
H -5.9872 -0.1570 2.4204
N 1.6980 3.2330 -0.3343
O -7.2025 -3.4306 -0.1826
C -3.2133 1.5045 -0.1958
H 10.1887 -1.2280 0.5378
C -3.9796 -0.7686 0.6522
H 7.2997 -1.2373 2.8789
C 7.0026 -1.0606 1.8479
C -7.1990 -2.3240 -0.7404
O -5.1180 -2.8147 1.0541
H -1.1165 2.0310 -1.6701
O -0.6565 -2.1782 -1.6556
C 8.2363 -3.0943 1.0301
H -8.2884 2.4975 1.6720
H -8.4550 1.5327 0.1906
H -7.4742 3.0111 0.1875
C 1.8417 -0.9117 -1.1125
H 6.6504 -1.7201 -2.1413
H 6.1833 -2.5338 -0.6408
H 8.9393 -3.4620 0.2878
C 3.0295 -0.1902 -0.9026
C -6.8932 0.3665 2.1258
C 1.3783 4.0561 -1.4851
H 8.6065 -3.3430 2.0211
H 1.0841 -2.6036 -1.5529
O -3.3582 -1.0428 1.8975
H 2.4723 4.7638 0.8120
C 0.5736 1.1341 -0.7415
C -5.1939 -1.6460 0.4691
H -1.5910 -2.5347 -1.5762
N -8.0731 -2.0016 -1.6949
H 9.7344 -1.1855 2.2466
H -3.4389 1.4231 -1.2632
H -7.6131 -0.3625 1.7253
C 2.7913 3.7923 0.4317
N 7.8357 -1.2545 -0.5155
C -1.7848 -0.4368 -0.5261
H -4.2048 1.0760 1.6507
H -3.4373 -1.9936 2.0622
C 5.4985 -0.4823 -0.8522
H 2.2572 4.2219 -2.1242
C 1.7607 1.8480 -0.5926
H -3.2520 2.5585 0.0808
H 3.9087 1.6918 -0.5139
H -8.7544 -2.6807 -1.9896
O -3.1055 -2.3253 -0.9896
H 9.3334 0.1715 1.1920
H -8.0156 -1.0810 -2.1195
C -0.7609 1.8152 -0.6561
H -5.5945 2.0453 -0.4783
O 5.8219 0.6649 -0.6256
N -6.5753 1.4372 1.2059
H 6.8516 0.0075 1.7070
H -1.6084 0.9144 1.1205
C 8.0889 -1.5749 0.8904
C -2.9559 -1.2395 -0.4151
H 3.7072 3.9405 -0.1557
H -5.9245 -3.3509 0.7187
C 9.4238 -0.9114 1.2418
H 3.0102 3.1423 1.2759
H 1.0163 5.0252 -1.1392
C -7.7640 2.1476 0.7838
H 4.0660 -1.8973 -1.1904
H 7.2862 -3.6040 0.8899
C 6.5379 -1.5900 -1.0557
```

Properties
Orbital gap = 7.525 eV
LUMO energy = -0.392 eV
Total charge = 0
SMILES = CN(C)c1cc(NC(=O)CNC(C)(C)C)c(O)c2c1C[C@H]1C[C@H]3[C@H](N(C)C)C(=O)C(C(N)=O)=C(O)[C@@]3(O)C(=O)C1=C2O
HOMO level = -7.92 eV

Here are the natural (NBO) charges for atoms 1 to 6, given in e:
1 N -0.61
2 H 0.20
3 C -0.23
4 H 0.21
5 H 0.24
6 C 0.57